Here is one molecule with the formula C3H8N2O from OMol25. Energies are from the ωB97M-V functional and the def2-TZVPD basis.

The geometry in ORCA input format:
```
! RIJCOSX wB97M-V def2-TZVPD def2/J DEFGRID3
* xyz 0 1
O -1.68 -0.95 -0.15
N 1.64 0.46 0.05
N -0.36 -0.53 0.17
C -2.58 0.15 -0.01
C 0.25 0.56 -0.05
C 2.25 -0.81 -0.05
H 1.68 -1.59 -0.77
H -2.45 0.64 1.12
H -2.36 1.12 -0.70
H -3.58 -0.48 0.02
H 0.02 1.76 -0.13
H 3.25 -0.57 0.00
H 2.07 1.48 -0.37
H 1.85 -1.24 0.87
*
```

- SMILES: CN/C=N/OC
- Energy: -8262.9934 eV
- Energy above the lowest of the compared OMol25 structures with the same formula, charge and spin: 146.0 kcal per mole
- HOMO: -8.41 eV
- Frontier orbital gap: 0.3376 Eh
- E_LUMO: 0.77 eV

And the Löwdin charges, in e, turn out to be: -0.205 -0.157 0.000 -0.165 -0.288 -0.150 0.132 0.117 0.104 0.114 0.164 0.053 0.208 0.071



Here is one molecule with the formula C3H8N2O2 from OMol25. Energies are from the ωB97M-V functional and the def2-TZVPD basis.

The geometry in ORCA input format:
```
! RIJCOSX wB97M-V def2-TZVPD def2/J DEFGRID3
* xyz 0 1
O 0.39 -1.81 -0.25
O 1.34 0.16 0.51
N -0.95 -1.37 1.54
N -1.06 0.01 -0.35
C 1.03 1.20 -0.33
C -0.42 -0.96 0.36
C -0.17 0.77 -1.22
H 1.22 -1.16 -0.17
H 1.87 1.49 -0.99
H 0.16 0.10 -2.02
H -1.37 -0.68 2.14
H -0.72 1.60 -1.67
H -1.66 0.60 0.22
H 0.74 2.11 0.24
H -0.40 -2.07 2.00
*
```

- Energy: -10314.9046 eV
- Energy above the lowest of the compared OMol25 structures with the same formula, charge and spin: 47.2 kcal per mole
- HOMO: -8.76 eV
- Frontier orbital gap: 0.3477 Eh
- E_LUMO: 0.71 eV

And the Löwdin charges, in e, turn out to be: 0.036 -0.238 0.193 0.070 -0.332 -0.518 -0.153 0.112 0.111 0.117 0.115 0.117 0.141 0.105 0.122



Here is a 2-piece molecular cluster, C3H8N2O2 overall from OMol25. Energies are from the ωB97M-V functional and the def2-TZVPD basis.

The geometry in ORCA input format:
```
! RIJCOSX wB97M-V def2-TZVPD def2/J DEFGRID3
* xyz 0 1
O -0.39 -0.73 -1.91
O 1.67 -0.48 -1.02
N -2.74 -0.46 -0.07
N -0.04 0.51 0.02
C 0.33 -0.27 -1.04
C 1.04 0.62 0.97
C 2.24 0.22 0.09
H 0.91 -0.05 1.83
H 2.94 -0.45 0.60
H -2.78 -1.41 0.30
H -1.02 0.43 0.29
H -2.40 -0.54 -1.03
H -3.70 -0.12 -0.10
H 1.15 1.65 1.35
H 2.78 1.09 -0.28
*
```

- SMILES: O=C1NCCO1.N
- Energy: -10316.7279 eV
- Energy above the lowest of the compared OMol25 structures with the same formula, charge and spin: 5.2 kcal per mole
- HOMO: -9.75 eV
- Frontier orbital gap: 0.3909 Eh
- E_LUMO: 0.89 eV

And the Löwdin charges, in e, turn out to be: 0.077 0.029 0.020 0.077 -0.566 -0.146 -0.136 0.119 0.122 0.033 0.093 0.014 0.027 0.116 0.123



Here is one molecule with the formula C3H8N2O2 from OMol25. Energies are from the ωB97M-V functional and the def2-TZVPD basis.

The geometry in ORCA input format:
```
! RIJCOSX wB97M-V def2-TZVPD def2/J DEFGRID3
* xyz 0 1
O 1.43 -0.87 -0.72
O -1.10 0.59 1.21
N -0.61 0.70 -2.18
N -0.15 0.41 0.20
C 0.68 -0.67 0.21
C -0.24 1.32 -0.95
C 0.59 -1.53 1.44
H -0.98 2.08 -0.68
H 1.09 -1.03 2.28
H -1.50 0.22 -2.10
H 0.10 0.04 -2.47
H 0.74 1.79 -1.08
H -0.45 -1.72 1.71
H -0.70 1.14 1.91
H 1.11 -2.47 1.24
*
```

- SMILES: CC(=O)N(O)CN
- Energy: -10314.6938 eV
- Energy above the lowest of the compared OMol25 structures with the same formula, charge and spin: 52.1 kcal per mole
- HOMO: -9.34 eV
- Frontier orbital gap: 0.3649 Eh
- E_LUMO: 0.59 eV

And the Löwdin charges, in e, turn out to be: 0.054 0.002 0.025 -0.115 -0.512 -0.230 0.007 0.124 0.089 0.079 0.066 0.126 0.080 0.120 0.086